Record 1
Density functional theory data (ωB97M-V/def2-TZVPD) for a structure of composition C19H13CuIN6O4S.

The geometry in XYZ format:
```
45
Properties=species:S:1:pos:R:3:forces:R:3:mulliken_charge:R:1
Cu 0.15887 -0.02280 0.03711 0.63 0.14 -0.21 -0.534
S -6.30071 3.71832 0.76054 -0.26 0.13 0.06 0.150
N -4.82259 4.06086 1.30532 -0.04 -0.05 -0.06 -0.670
C -4.02723 3.11448 0.84086 0.26 -0.10 -0.02 0.749
C -2.59422 3.02008 1.08361 -0.24 0.09 0.02 0.404
C -1.88878 3.92053 1.88107 -0.09 0.08 0.02 -0.435
C -0.53949 3.73321 2.05825 0.05 -0.01 0.01 -0.923
C 0.07561 2.64775 1.43903 -0.04 -0.05 -0.07 0.056
N -0.58483 1.78664 0.67696 -0.14 0.21 0.17 -0.132
C -1.90668 1.96220 0.49909 0.11 -0.19 -0.11 0.040
C -2.60223 0.96333 -0.33023 0.20 0.04 0.07 0.243
N -1.84656 -0.01883 -0.84095 -0.01 0.07 0.12 -0.234
C -2.43109 -0.96583 -1.55384 0.05 -0.01 -0.02 -0.002
C -3.80119 -0.98076 -1.81132 0.03 -0.04 -0.01 -0.893
C -4.58079 0.03053 -1.30322 -0.11 0.04 -0.02 -0.532
C -3.97474 1.03216 -0.54553 -0.19 0.14 0.07 0.397
C -4.70097 2.14489 0.04994 0.22 -0.17 -0.08 0.766
N -5.99617 2.37248 -0.07272 0.06 0.06 0.04 -0.670
H -2.41808 4.74349 2.34557 0.03 -0.03 -0.01 0.535
H 0.04778 4.40014 2.67329 -0.01 0.00 -0.01 0.431
H 1.13425 2.46390 1.56261 -0.04 0.00 0.01 0.377
H -1.78371 -1.74968 -1.92844 0.00 0.02 0.02 0.257
H -4.22953 -1.78441 -2.39339 0.01 0.01 0.00 0.438
H -5.65001 0.06685 -1.47031 0.03 -0.01 0.00 0.532
C 1.59094 -1.77911 -3.03094 -0.05 -0.05 -0.02 -1.444
C 1.07952 -2.44113 -1.80150 0.08 0.01 -0.03 -0.030
N 0.52596 -1.83561 -0.77256 -0.20 -0.38 0.24 0.240
C 0.23101 -2.80665 0.16832 0.02 0.18 -0.13 0.301
C 0.61169 -4.02008 -0.32091 0.05 0.01 0.05 0.006
N 1.13756 -3.76473 -1.56097 0.07 -0.01 -0.14 0.062
C 0.57479 -5.42831 0.15748 -0.17 -0.01 -0.15 0.523
O 0.06052 -5.64154 1.34019 -0.01 0.15 0.12 -0.558
O 0.98585 -6.29797 -0.58135 0.05 0.02 0.10 -0.644
C -0.38995 -2.42020 1.48089 -0.03 0.07 0.14 0.941
O -0.64236 -3.33672 2.28627 0.02 -0.08 -0.11 -0.883
O -0.59397 -1.18729 1.63730 -0.09 -0.25 0.09 -0.420
H 1.42709 -0.70683 -2.94931 0.01 -0.01 0.01 0.223
H 1.08232 -2.15090 -3.92278 0.01 0.01 0.02 0.370
H 2.66133 -1.95233 -3.14289 -0.01 0.00 0.02 0.380
H 1.51936 -4.49391 -2.14445 0.01 -0.01 -0.01 0.257
H -0.23730 -4.76516 1.78120 0.04 -0.01 -0.07 0.469
I 3.68333 -0.87775 0.00801 0.03 -0.03 0.01 -0.074
C 2.09093 0.43525 0.53603 -0.40 0.05 -0.13 -0.944
H 2.38912 1.40486 0.13483 0.02 -0.03 0.04 0.481
H 2.10139 0.46172 1.62648 0.05 0.00 -0.03 0.395
```
Forces are in eV/Å.

Results
energy = -100623.019 eV
HOMO-LUMO gap (spin up / spin down) = 6.61 / 7.11 eV
spin multiplicity = 2

=====

Record 2
Density functional theory data (ωB97M-V/def2-TZVPD) for an isolated molecule of C11H11FN2 at a distorted geometry.

The geometry in XYZ format:
```
25
Properties=species:S:1:pos:R:3:forces:R:3:mulliken_charge:R:1
C -3.40788 0.29135 0.31551 0.45 -2.20 -0.27 -0.505
C -1.92532 0.04716 0.51341 1.01 -0.72 0.45 0.014
C -1.07732 1.07966 -0.16239 0.39 2.57 4.48 -0.498
C 0.32413 0.65137 -0.15742 2.59 -1.82 -1.21 0.747
C 1.28467 1.63798 -0.17430 -2.43 3.83 1.43 -0.377
C 2.65935 1.47794 -0.28443 -0.98 3.59 1.11 -0.757
C 2.96856 0.21477 -0.30455 1.73 -7.13 -0.38 0.879
C 2.08999 -1.00450 -0.20950 1.76 0.89 -1.43 -0.962
C 0.75173 -0.75305 -0.15834 -1.43 1.60 0.20 0.715
C -0.38132 -1.74748 -0.05594 1.76 -2.89 0.06 -0.981
C 4.32688 -0.25243 -0.30604 0.82 0.38 0.83 -0.186
H -3.66996 1.30847 0.69689 -0.52 -1.03 -0.59 0.327
H -3.87818 -0.66938 0.75212 -0.15 2.11 -0.09 0.305
H -1.63623 -0.14171 1.64714 -0.65 0.56 -1.95 0.324
H -0.85723 1.97489 0.66395 -1.85 -1.34 -2.45 0.315
H -1.55970 1.32273 -1.09904 0.39 0.49 -0.23 0.229
H 0.80016 2.71021 0.14639 1.60 -2.39 -1.35 0.122
H 3.39033 2.32780 -0.11691 -1.00 -1.30 -0.63 0.350
H 2.61069 -2.04716 -0.42169 -1.37 2.35 0.90 0.241
H -0.36781 -2.31050 0.95086 0.17 1.04 -0.97 0.281
H -0.13691 -2.62521 -0.79812 -0.79 1.66 1.02 0.306
H -2.44518 -1.80930 0.03028 2.51 1.37 -1.74 0.254
N -1.63176 -1.11612 -0.33497 -3.36 -2.98 2.00 -0.383
N 5.37367 -0.65080 -0.04002 0.03 -0.02 -0.50 -0.478
F -3.60536 0.08331 -1.09286 -0.69 1.40 1.30 -0.283
```
Forces are in eV/Å.

Results
energy = -17279.585 eV
SMILES string = N#Cc1ccc2c(c1)CN[C@H](CF)C2
HOMO-LUMO gap = 9.59 eV
spin multiplicity = 1

=====

Record 3
Density functional theory data (ωB97M-V/def2-TZVPD) for a structure of composition C4H14N2O at a distorted geometry.

The geometry in XYZ format:
```
21
Properties=species:S:1:pos:R:3:forces:R:3:mulliken_charge:R:1
C -0.36906 -0.44118 -1.71718 0.55 -2.08 -1.30 -0.738
C 0.15426 -1.48967 -0.67779 -1.20 -0.19 -0.93 -0.502
C 0.96515 -0.87226 0.46790 -0.81 -1.41 -1.04 -0.782
C -0.43076 -0.40897 2.48986 2.07 0.62 -3.54 -0.269
N 0.07729 -0.01609 1.30810 1.51 0.13 2.61 -0.309
N -1.22110 0.57913 -1.11506 0.57 1.64 1.57 -0.186
H 0.38730 0.14043 -2.29241 -0.03 -0.83 0.56 0.346
H -0.96771 -1.01075 -2.47608 0.45 0.67 0.57 0.411
H -0.67587 -2.10299 -0.25025 0.02 0.92 -0.13 0.331
H 0.61739 -2.33190 -1.24797 0.58 1.09 0.43 0.421
H 1.44220 -1.71142 0.90254 0.26 -0.68 1.48 0.449
H 1.79108 -0.35191 0.01132 0.22 0.98 0.15 0.349
H -0.13526 -1.36193 2.90236 -0.21 -0.49 -0.16 0.309
H -1.11826 0.18715 3.05371 -0.11 0.70 0.10 0.302
H 0.73275 1.13664 0.92051 -2.21 -0.31 0.47 0.479
H -2.05928 0.14515 -0.73810 -0.17 0.04 0.47 0.377
H -1.56265 1.20835 -1.87534 0.47 0.06 0.97 0.377
H -0.60583 1.06128 -0.27113 -2.81 -0.93 -2.79 0.450
H 0.86462 2.99494 0.80762 -0.46 0.49 0.82 0.399
H 1.40111 2.41337 -0.43918 -0.10 -0.54 -0.12 0.373
O 0.71262 2.23261 0.23657 1.41 0.11 -0.17 -0.586
```
Forces are in eV/Å.

Results
net charge = +2
energy = -9383.381 eV
HOMO-LUMO gap = 10.97 eV
spin multiplicity = 1

=====

Record 4
Density functional theory data (ωB97M-V/def2-TZVPD) for a structure of composition C38H35AuBr2N3P2S.

The geometry in XYZ format:
```
82
Properties=species:S:1:pos:R:3:forces:R:3:mulliken_charge:R:1
Au 1.37284 -0.14891 -0.77265 -0.30 -0.44 -0.33 1.752
Br 1.84116 -5.94444 -4.80385 0.00 0.02 0.02 -0.054
C 1.61452 -4.43346 -3.73724 0.00 -0.01 0.00 -0.488
C 0.35464 -4.06409 -3.28910 0.01 -0.02 0.00 -0.977
C 0.25255 -2.93176 -2.50510 -0.08 0.01 0.02 -0.321
N 1.29938 -2.18369 -2.15957 0.17 0.21 -0.05 0.543
C 2.51718 -2.54076 -2.58747 0.02 -0.02 0.00 0.477
C 2.71340 -3.66049 -3.37910 0.01 -0.01 0.00 -0.576
C 3.65690 -1.67161 -2.16212 -0.04 0.00 0.00 0.736
C 4.95413 -1.91914 -2.56858 0.02 -0.03 -0.03 -0.635
C 5.98880 -1.08783 -2.15235 0.00 0.02 0.01 -0.229
Br 7.73046 -1.41881 -2.69949 -0.03 0.01 0.01 -0.024
C 5.69692 -0.00870 -1.32336 0.03 0.00 -0.01 -0.692
C 4.38978 0.18312 -0.95518 -0.02 -0.03 -0.01 -0.310
N 3.38141 -0.61898 -1.35896 0.12 0.12 0.22 -0.281
H -0.52211 -4.64130 -3.54569 0.00 0.00 0.00 0.535
H -0.71558 -2.60941 -2.13965 0.01 0.01 -0.01 0.518
H 3.69209 -3.95322 -3.72520 0.00 0.00 0.00 0.495
H 5.18460 -2.75238 -3.21311 0.00 0.00 0.00 0.524
H 6.46917 0.66177 -0.97521 0.00 0.00 0.00 0.471
H 4.12117 1.00640 -0.30777 0.00 0.00 0.00 0.410
C -3.51671 1.88932 5.26570 0.00 0.00 -0.01 -0.705
S -4.38493 1.49307 3.73481 -0.03 -0.01 -0.02 -0.043
C -3.61368 2.69445 2.62037 0.03 -0.01 0.05 -1.119
C -2.28790 2.21438 2.03111 0.01 0.01 0.02 0.452
C -2.49688 0.93967 1.22694 -0.02 0.02 0.00 -0.860
N -1.26781 0.47910 0.52544 0.14 0.01 0.04 0.847
P 0.07653 -0.28044 1.15444 0.02 0.06 0.12 -0.214
C 0.78531 0.46165 2.58749 -0.07 -0.06 0.02 1.180
C 1.52227 1.64827 2.52668 0.01 0.02 -0.06 -0.250
C 1.92709 2.25887 3.69674 0.00 0.01 0.00 -0.851
C 1.59193 1.69504 4.92566 -0.01 -0.03 0.00 -0.531
C 0.85969 0.51591 4.98970 0.02 0.03 0.01 -0.908
C 0.45588 -0.11381 3.82461 0.01 -0.02 -0.01 -0.605
C -0.15950 -2.01354 1.36475 -0.02 0.08 -0.03 1.120
C -1.37698 -2.61575 1.02932 -0.02 0.00 -0.03 -0.481
C -1.52668 -3.98003 1.19991 0.02 -0.01 0.01 -0.799
C -0.46145 -4.74017 1.67377 0.00 0.01 0.00 -0.574
C 0.75559 -4.14371 1.99297 -0.01 -0.01 0.00 -0.799
C 0.91314 -2.77895 1.84591 0.03 0.00 0.01 -0.638
P -0.66374 0.93478 -0.96263 0.03 0.02 -0.03 0.077
C -0.46371 2.67334 -1.21603 -0.01 0.00 -0.01 1.240
C -1.57501 3.35966 -1.72816 0.00 -0.03 0.00 -0.642
C -1.52505 4.73810 -1.84245 0.01 0.01 0.01 -0.794
C -0.37478 5.42545 -1.47348 0.00 -0.01 0.00 -0.566
C 0.73675 4.74189 -0.98988 -0.01 0.02 -0.01 -0.819
C 0.69462 3.36707 -0.85531 0.04 -0.05 0.00 -0.352
C -1.56920 0.21557 -2.29293 -0.05 0.01 0.08 1.213
C -1.18486 0.53407 -3.60294 0.02 0.01 0.00 -0.886
C -1.86901 -0.02881 -4.66402 -0.01 -0.01 -0.01 -0.808
C -2.93904 -0.88594 -4.42355 0.00 0.00 0.01 -0.585
C -3.32785 -1.19430 -3.12308 0.00 0.00 -0.03 -0.723
C -2.63626 -0.65741 -2.05199 0.01 0.00 0.02 -0.550
H -3.90699 1.21870 6.02847 0.00 0.00 0.00 0.376
H -3.72774 2.91456 5.56353 0.01 0.00 0.01 0.305
H -2.44130 1.73412 5.18094 0.01 0.01 0.00 0.107
H -3.46666 3.62751 3.16397 -0.01 0.01 -0.02 0.512
H -4.33258 2.90200 1.82512 -0.02 -0.04 0.01 0.449
H -1.57630 2.02938 2.84156 0.01 0.00 -0.04 -0.059
H -1.85793 2.98916 1.38730 -0.02 0.02 0.01 0.121
H -3.26592 1.08375 0.46346 0.03 0.00 -0.02 0.403
H -2.83427 0.12784 1.87193 -0.04 0.01 0.02 0.411
H 1.78161 2.08487 1.57074 -0.01 0.01 -0.01 0.312
H 2.50685 3.17095 3.65989 0.00 0.00 0.00 0.489
H 1.91132 2.17724 5.84017 0.00 0.00 0.00 0.463
H 0.60727 0.08239 5.94781 0.00 0.00 0.00 0.509
H -0.11459 -1.03174 3.87954 0.00 0.00 0.00 0.504
H -2.20553 -2.01965 0.67091 0.01 -0.01 0.02 0.118
H -2.47342 -4.45317 0.97754 0.00 0.00 0.00 0.512
H -0.58441 -5.80709 1.80654 0.00 0.00 0.00 0.473
H 1.57243 -4.74450 2.36875 0.00 0.00 0.00 0.477
H 1.85238 -2.30929 2.11584 0.00 0.00 0.00 0.498
H -2.46743 2.82690 -2.03321 0.00 0.00 0.00 0.492
H -2.38001 5.27547 -2.22947 0.00 0.00 0.00 0.481
H -0.33815 6.50185 -1.57694 0.00 0.00 0.00 0.455
H 1.63535 5.28499 -0.73103 0.00 0.00 0.00 0.475
H 1.56796 2.83020 -0.50591 0.00 0.00 0.03 0.110
H -0.37087 1.22536 -3.78944 0.00 0.00 0.00 0.512
H -1.58284 0.21087 -5.67892 0.00 0.00 0.00 0.497
H -3.48347 -1.30825 -5.25805 0.00 0.00 0.00 0.479
H -4.17533 -1.84372 -2.95021 0.00 0.00 0.00 0.508
H -2.94061 -0.88982 -1.03990 -0.01 0.01 -0.02 0.112
```
Forces are in eV/Å.

Results
net charge = +3
energy = -217611.129 eV
HOMO-LUMO gap = 4.10 eV
spin multiplicity = 1

=====

Record 5
Density functional theory data (ωB97M-V/def2-TZVPD) for a structure of composition C16H14F9IN2ORe at a distorted geometry.

The geometry in XYZ format:
```
44
Properties=species:S:1:pos:R:3:forces:R:3:mulliken_charge:R:1
C 0.23656 1.57962 1.03150 -0.59 -2.38 -1.49 -1.465
C 0.14054 -1.43896 1.30617 0.18 -0.06 0.05 -1.490
H 1.20124 1.78447 1.27850 2.47 1.33 0.75 0.725
H -0.17479 1.29102 2.36153 -0.40 0.10 -1.15 0.506
H -0.57166 2.22660 1.00720 -1.50 1.71 0.72 0.730
H 0.31520 -2.29789 0.88203 0.93 -5.55 -2.02 0.887
H 1.14772 -1.26559 1.95777 -2.30 -1.20 -2.20 0.310
H -0.86206 -1.56525 1.92488 2.09 -0.33 -1.86 0.380
C 0.09989 2.69619 -1.84977 -0.26 -1.56 -2.28 -0.101
C 0.17784 3.46160 -3.01287 0.15 0.85 1.48 -0.750
C 0.09046 2.86766 -4.25430 0.01 0.11 -0.15 -0.583
C -0.07455 1.50716 -4.32810 -0.24 -2.09 0.14 -0.676
H 0.17893 3.08541 -0.86610 0.06 0.49 0.48 0.614
H 0.31863 4.54171 -2.89146 -0.07 -0.46 -0.21 0.400
H 0.15736 3.45643 -5.16361 -0.01 -0.04 0.14 0.484
H -0.13387 0.98686 -5.28924 0.06 0.50 0.29 0.348
N -0.07274 1.33796 -1.94408 -0.47 1.24 -2.08 0.117
C -0.16180 0.70218 -3.16579 0.45 4.60 -0.36 0.602
C -0.30009 -0.69620 -3.15378 -0.50 -4.36 -0.60 1.321
N -0.27300 -1.32205 -1.93442 -0.41 -1.10 -0.90 0.147
C -0.38101 -2.69187 -1.82106 -0.05 1.66 -2.12 0.101
C -0.56598 -2.87170 -4.21891 -0.02 -0.15 -0.12 -0.536
C -0.52790 -3.46284 -2.97400 0.03 -0.80 1.42 -0.737
H -0.34174 -3.08321 -0.83760 0.00 -0.36 0.62 0.495
H -0.60953 -4.54820 -2.83991 0.03 0.49 -0.20 0.406
C -0.45487 -1.50667 -4.30578 0.19 2.11 0.13 -0.799
H -0.48360 -0.98886 -5.26949 -0.02 -0.49 0.31 0.378
H -0.68136 -3.46646 -5.11910 0.01 0.04 0.13 0.486
Re 0.04165 0.01041 -0.41666 2.66 -1.75 2.87 0.367
I 2.71791 -0.12865 -0.68464 -1.13 0.00 0.19 0.004
F -0.73167 -2.33597 3.75869 -0.17 -0.07 0.09 -0.206
C 0.20571 -1.46653 4.09781 0.09 -0.20 -0.68 1.104
F 0.13742 -1.27534 5.37537 -0.01 -0.33 1.37 -0.147
F 1.39156 -1.98144 3.80446 0.16 0.05 0.14 -0.210
C -0.00898 -0.00444 3.47555 -0.10 0.97 0.18 -0.726
O -0.06737 0.14754 2.03274 -1.06 7.23 3.39 -0.571
C -1.44159 0.49927 3.86299 -0.51 -1.24 0.99 0.881
F -1.46591 0.51424 5.15012 -0.78 0.46 1.77 -0.174
F -1.77364 1.70569 3.41372 0.62 0.48 -0.60 -0.231
F -2.40007 -0.34017 3.40716 0.88 0.32 -0.12 -0.241
C 1.20692 0.88937 3.93829 1.26 -0.47 0.61 0.466
F 1.25017 0.81852 5.22219 0.42 0.30 1.58 -0.164
F 2.39771 0.44115 3.44173 -1.41 0.08 -0.18 -0.233
F 1.14633 2.18722 3.61031 -0.73 -0.12 -0.50 -0.218
```
Forces are in eV/Å.

Results
net charge = +2
energy = -56508.612 eV
HOMO-LUMO gap (spin up / spin down) = 6.41 / 6.54 eV
spin multiplicity = 4